Formula: C5H7BrClO2
Source: the OMol25 dataset
Level of theory: ωB97M-V/def2-TZVPD

Values from the calculation:
* charge: -1
* frontier orbital gap: 7.3 eV
* LUMO level: 3.227 eV
* spin multiplicity: 1

Last column: Löwdin charge in e.
Geometry (Å):
Br  0.62546  1.68463  -3.03668  0.5987
Cl  1.22718  -1.35972  -1.52461  0.4985
O  -1.78732  2.51796  -0.50145  -0.0220
O  0.09937  3.09501  0.48303  -0.0482
C  -0.59639  2.51392  -0.33562  -0.8859
C  0.07470  -2.14294  1.29850  -0.1499
C  -0.06510  -0.47116  -0.74914  -0.6081
C  -0.09600  -0.69287  0.79982  -0.2943
C  0.44751  1.71681  -1.15203  -0.5241
H  -0.44116  -2.13307  2.15345  0.0025
H  -1.07305  -0.29878  1.06050  0.1048
H  -0.51206  -2.95430  0.80640  0.0803
H  0.64547  -0.18511  1.34433  0.0857
H  1.09826  -2.52535  1.47325  0.0738
H  1.34709  1.72329  -0.67764  0.0011
H  -0.99397  -0.48832  -1.44211  0.0872

Formula: C4H7N2
Source: the OMol25 dataset
Level of theory: ωB97M-V/def2-TZVPD

Values from the calculation:
* charge: +1
* frontier orbital gap: 9.8 eV
* LUMO level: -4.844 eV
* SMILES string: [NH3+][C@H]1C=CC=N1
* spin multiplicity: 1

Last column: Löwdin charge in e.
Geometry (Å):
N  -0.73833  1.31854  -0.12814  0.0478
N  1.62911  0.43264  0.21928  0.2370
C  -1.86119  0.82916  0.24288  -0.0631
C  0.04872  0.27422  -0.58498  -0.2271
C  -1.95235  -0.66290  0.07795  -0.0011
C  -0.69639  -1.02912  -0.24901  -0.0198
H  -0.36766  -2.05856  -0.23617  0.1128
H  2.35903  -0.17411  -0.32296  0.1998
H  -2.69774  -1.44928  0.36449  0.1389
H  0.21543  0.46618  -1.65754  0.1672
H  -2.66994  1.39620  0.70547  0.1331
H  1.51950  0.24666  1.14493  0.0820
H  1.59975  1.47803  -0.12474  0.1925

Formula: C11H9BrO
Source: the OMol25 dataset
Level of theory: ωB97M-V/def2-TZVPD

Values from the calculation:
* frontier orbital gap (alpha / beta): 7.6 / 7.0 eV
* LUMO level (alpha / beta): -0.102 / 0.211 eV
* spin multiplicity: 1

Last column: Löwdin charge in e.
Geometry (Å):
Br  3.52882  0.15378  -0.18845  0.8303
O  1.39016  -0.90453  1.22150  -0.0728
C  0.56906  -2.93906  -0.42869  -0.0999
C  -0.44164  -1.87833  -0.03434  -0.2159
C  -0.42482  0.42988  0.76312  -0.1294
C  0.32054  -1.74792  -1.23416  -0.0059
C  -1.67150  2.34759  0.13850  -0.0833
C  -0.56998  2.85309  -0.55382  -0.0844
C  -0.01230  -0.93298  1.18741  -0.2005
C  0.62510  2.17162  -0.59996  -0.0231
C  -1.61720  1.11844  0.78099  -0.0221
C  1.74446  0.03772  0.30688  -0.7011
C  0.70491  0.95940  0.08766  -0.2097
H  -0.66624  3.80086  -1.06288  0.1022
H  1.48341  2.54360  -1.13844  0.1059
H  -1.51098  -2.04100  -0.00391  0.1382
H  0.30099  -1.39375  -2.23309  0.0929
H  -0.38884  -1.32695  2.13015  0.1650
H  0.25337  -3.91715  -0.77865  0.0983
H  -2.48936  0.72837  1.28599  0.1139
H  1.45990  -2.98025  0.19361  0.1028
H  -2.58787  2.91758  0.16056  0.0985

Formula: C8H6BrF2N
Source: the OMol25 dataset
Level of theory: ωB97M-V/def2-TZVPD

Values from the calculation:
* frontier orbital gap: 9.0 eV
* LUMO level: -0.121 eV
* SMILES string: C[C@@]1(C#N)C(Br)=C(F)C=C[C@H]1F
* spin multiplicity: 1

Last column: Löwdin charge in e.
Geometry (Å):
Br  -2.10222  2.34545  0.11518  0.8781
F  -2.65930  -0.34090  1.70149  0.0576
F  2.25638  -0.85110  -0.50860  -0.0084
N  1.18177  3.14662  -0.64530  0.1834
C  0.07069  0.23939  -1.69179  -0.0352
C  -1.51833  -0.34773  1.01865  -0.3789
C  0.56020  -1.49940  0.89669  -0.0280
C  1.34287  -0.34438  0.43040  -0.2722
C  0.94830  2.06709  -0.37081  -0.2462
C  0.52451  0.66563  -0.32034  -0.3293
C  -1.14730  0.85147  0.51838  -0.5344
C  -0.72788  -1.52926  1.11899  -0.0222
H  1.97289  0.02170  1.26754  0.1749
H  -0.68776  1.00829  -1.94192  0.0831
H  1.11325  -2.43498  0.92849  0.1303
H  -1.52675  -2.27757  1.41463  0.1589
H  -0.45099  -0.79071  -1.60157  0.1329
H  0.84968  0.07039  -2.33012  0.0557

Formula: C32H38AuClF2N4O
Source: the OMol25 dataset
Level of theory: ωB97M-V/def2-TZVPD

Values from the calculation:
* frontier orbital gap (alpha / beta): 8.0 / 8.0 eV
* LUMO level (alpha / beta): 0.347 / 0.349 eV
* spin multiplicity: 1

Last column: Löwdin charge in e.
Geometry (Å):
Au  -0.67356  -2.54230  -1.49351  0.9881
Cl  5.56630  1.30316  4.10481  0.6512
F  -0.84836  -0.82485  3.62335  0.0714
F  2.51625  1.06195  0.80174  0.0694
O  -1.70282  4.38476  1.24806  -0.0117
N  -2.19427  1.45732  -0.84162  -0.0811
N  -1.91723  -0.60121  -1.47293  -0.0142
N  -2.23498  -3.05570  0.70684  0.0710
N  -2.15209  1.50448  -2.19165  0.1169
C  2.09146  -4.90871  -3.25878  -0.0652
C  0.95585  -3.96272  -3.66600  -0.7225
C  0.35382  5.41658  -0.30467  -0.0465
C  -2.38352  2.64079  -0.02575  -0.0384
C  -0.46468  4.24025  -0.86201  -0.5064
C  1.85681  -0.07354  1.20366  -0.3264
C  0.71269  1.38499  3.15537  -0.2006
C  -1.11695  3.45407  0.32874  -0.4191
C  -0.37696  -1.79677  1.54050  -0.1449
C  -1.53911  4.82190  -1.78407  -0.0510
C  -0.11233  -3.95954  -2.61228  -0.2230
C  1.03392  0.05055  2.49004  -0.1570
C  1.29865  -0.83736  0.08185  -0.0641
C  0.26339  -4.51230  -4.92949  -0.0640
C  1.80988  2.38049  3.38626  -0.0446
C  -2.58843  -4.43987  3.07639  -0.0602
C  3.12368  2.25122  3.56027  -0.1208
C  0.26291  -1.67896  0.21300  -0.2223
C  -1.44591  -2.80780  1.75195  -0.2379
C  -0.46101  2.07225  2.42182  -0.1200
C  -0.08498  -0.90274  2.49886  -0.1764
C  3.93725  1.04404  3.50602  -0.6323
C  -1.59347  -3.48752  2.96143  -0.0079
C  -1.97439  0.25040  -2.52799  -0.1917
C  1.51470  -2.57167  -3.94978  -0.0946
C  2.38587  -0.66546  2.48101  -0.0726
C  -0.08233  2.56401  1.03075  -0.1124
C  3.63247  -0.18183  3.08680  -0.0704
C  -3.19077  -3.97121  0.82569  -0.1344
C  -3.41147  -4.69107  1.98733  -0.0663
C  -2.07129  0.19557  -0.43236  -0.1252
C  0.49532  3.36896  -1.68307  -0.0360
H  2.28478  -1.74403  2.51687  0.1567
H  -2.80665  2.30407  0.91978  0.1368
H  4.41153  -0.93098  3.15344  0.1064
H  1.08026  5.10697  0.45011  0.0857
H  -0.12927  -5.51652  -4.76211  0.0810
H  1.72447  -5.92688  -3.11923  0.0800
H  2.55136  -4.57974  -2.32527  0.0842
H  0.91929  5.87166  -1.11846  0.0911
H  2.25485  -2.60924  -4.75243  0.0815
H  -4.19875  -5.43071  2.03078  0.1008
H  -0.36199  -4.99712  -2.35955  0.0309
H  -0.93122  -3.27196  3.78716  0.1158
H  -3.12226  3.27124  -0.51277  0.1324
H  -3.80190  -4.13480  -0.05515  0.1078
H  2.86421  -4.92596  -4.03014  0.0830
H  1.35463  3.04001  -1.09788  0.0819
H  0.87526  3.96182  -2.51751  0.0907
H  -2.07551  -0.10499  0.60148  0.1312
H  3.67932  3.15119  3.79027  0.0901
H  1.42911  3.39192  3.50260  0.1174
H  -1.30493  1.37808  2.38259  0.1087
H  0.71685  -1.88799  -4.24450  0.0671
H  -0.55969  -3.86690  -5.23731  0.0810
H  -0.28354  6.19823  0.11314  0.0871
H  1.73766  -0.61233  -0.88426  0.0961
H  0.33669  1.13212  4.15403  0.1564
H  0.85765  3.11512  1.10790  0.1107
H  0.00502  2.49423  -2.10269  0.0645
H  0.13659  1.71446  0.38021  0.1099
H  -1.07818  5.52291  -2.48232  0.0878
H  -1.01080  4.96833  1.57507  0.0908
H  1.99399  -2.16473  -3.05760  0.0646
H  -2.29027  5.36986  -1.21169  0.0900
H  -2.03124  4.04655  -2.36995  0.0662
H  -1.89118  -0.07273  -3.55151  0.1114
H  -2.71676  -4.98519  4.00237  0.1075
H  -0.79684  2.91237  3.03391  0.1226
H  0.98715  -4.56296  -5.74600  0.0864

Formula: C24H22N6O2PdS2
Source: the OMol25 dataset
Level of theory: ωB97M-V/def2-TZVPD

Values from the calculation:
* frontier orbital gap: 6.8 eV
* LUMO level: -0.592 eV
* spin multiplicity: 1

Last column: Löwdin charge in e.
Geometry (Å):
Pd  0.83859  0.01607  1.39076  0.7625
S  2.88909  1.18478  1.53625  0.6680
S  1.76700  -0.78097  -1.19406  0.5397
O  1.91832  -1.75771  -0.13358  -0.3668
O  2.92723  -0.04211  -1.61175  -0.3147
N  4.12908  1.39998  3.85390  0.0716
N  1.06487  -0.16748  3.36680  -0.1101
N  0.55631  0.16296  -0.67282  -0.2361
N  -0.37885  2.08476  0.99400  0.0480
N  -1.00396  -0.98769  1.93546  0.0358
N  2.12208  0.33350  4.01474  -0.0145
C  0.37177  1.73017  -2.54941  -0.0137
C  -0.03916  2.98289  -3.02675  -0.0752
C  -0.66458  -3.29626  -6.13656  -0.0514
C  1.74861  -1.46147  -3.85658  -0.0600
C  -0.70908  3.65306  -0.82014  -0.1592
C  3.01776  0.90848  3.25804  -0.8250
C  -0.02312  -0.45276  5.54046  -0.0254
C  -1.21137  4.58170  0.11847  -0.0157
C  1.17472  -2.02955  -4.98237  -0.0341
C  0.24416  1.39859  -1.21172  -0.2576
C  -0.57611  3.92809  -2.19575  -0.0555
C  -1.07151  -1.10170  3.28193  -0.2063
C  -2.16023  -1.75302  3.87092  -0.0044
C  -1.93410  -1.54854  1.17669  -0.1015
C  -0.83340  2.97135  1.83952  -0.1357
C  -3.13674  -2.31333  3.07773  -0.0504
C  -0.30073  2.38901  -0.32249  -0.1639
C  0.02096  -0.54433  4.04736  -0.2603
C  -1.26949  4.24839  1.44206  -0.0569
C  1.12421  -1.61042  -2.62920  -0.2876
C  -0.62725  -2.88157  -3.64935  -0.0341
C  -0.02466  -2.73321  -4.89616  -0.2714
C  -3.02003  -2.22700  1.69437  -0.0434
C  -0.05842  -2.32280  -2.51684  -0.0530
H  1.66034  -1.91983  -5.94501  0.1160
H  2.67075  -0.89703  -3.91126  0.1151
H  -0.85431  2.67165  2.88396  0.1055
H  -3.75919  -2.66631  1.04057  0.1079
H  -1.55406  -3.43759  -3.57146  0.1101
H  -0.05359  -1.44929  5.98738  0.0896
H  -3.98663  -2.81472  3.52113  0.1121
H  4.86076  1.70664  3.23810  0.0766
H  -1.49618  -3.95364  -5.88822  0.0727
H  4.39443  1.03573  4.75334  0.0997
H  0.86719  0.06009  5.88867  0.0631
H  0.05814  -3.85666  -6.73003  0.0803
H  -0.90542  0.09651  5.87312  0.0886
H  -1.53652  5.55465  -0.23033  0.1150
H  -1.81131  -1.41189  0.10872  0.1060
H  -0.51006  -2.43583  -1.53976  0.0977
H  0.07649  3.20242  -4.08083  0.1049
H  -1.04566  -2.48307  -6.75753  0.0840
H  -1.63792  4.94765  2.18106  0.1002
H  0.79821  1.00449  -3.22766  0.0963
H  -2.22039  -1.80929  4.94904  0.1102
H  -0.88705  4.89347  -2.57693  0.1069

One value per record, in order, for E: -91957.3127; -7232.5166; -83638.7909; -85357.5096; -63454.3385; -63431.5705 eV.
One value per record, in order, for ΔE to the lowest compared entry with this formula, charge and spin: 239.2; 310.8; 0.0; 33.0; 173.6; 53.2 kJ/mol.